No. 1
DFT (ωB97M-V/def2-TZVPD) results for a gas-phase ion, C22H28N (charge +1).

Properties
**Multiplicity**: 1
**Molar mass**: 306.47 Da
**Energy relative to the best compared isomer or geometry (same formula, charge and spin)**: 36.6 kJ/mol
**LUMO**: -2.6 eV
**Gap between HOMO and LUMO**: 8.4 eV
**SMILES**: Cc1ccc(/C=C/[C@H](c2ccc(C)cc2)[N+]2(C)CCCC2)cc1
**Total charge**: +1
**HOMO level**: -11.0 eV
**Calculated total energy**: -24752.008 eV

Each line ends with the Löwdin charge.
Atoms and positions in Å:
C (1.558, 0.596, 3.227)  0.003
N (0.497, 0.552, 2.163)  -0.209
C (-0.406, -0.674, 2.451)  -0.060
C (-1.842, -0.191, 2.360)  -0.126
C (-1.822, 1.353, 2.293)  -0.132
C (-0.374, 1.816, 2.321)  -0.075
H (2.246, 1.423, 3.033)  0.116
H (1.072, 0.775, 4.192)  0.114
H (2.087, -0.361, 3.277)  0.107
H (-0.147, -1.463, 1.747)  0.108
H (-0.148, -1.032, 3.453)  0.135
H (-2.357, -0.638, 1.502)  0.122
H (-2.365, -0.518, 3.267)  0.120
H (-2.346, 1.731, 1.410)  0.112
H (-2.331, 1.748, 3.179)  0.120
H (-0.134, 2.265, 3.294)  0.129
H (-0.069, 2.525, 1.551)  0.119
C (4.730, -4.079, 0.830)  -0.045
C (3.785, -2.922, 0.764)  -0.269
C (4.173, -1.684, 1.287)  -0.021
C (3.320, -0.586, 1.216)  -0.050
C (2.011, -0.723, 0.721)  -0.187
C (1.035, 0.463, 0.774)  -0.203
C (-0.070, 0.409, -0.294)  -0.022
C (-0.745, 1.455, -0.850)  -0.035
C (-1.579, 1.404, -2.056)  -0.214
C (-2.204, 2.597, -2.518)  -0.026
C (-3.068, 2.597, -3.608)  -0.038
C (-3.352, 1.418, -4.308)  -0.266
C (-4.359, 1.447, -5.425)  -0.048
C (-2.703, 0.243, -3.902)  -0.029
C (-1.825, 0.229, -2.813)  -0.017
C (1.606, -1.985, 0.254)  -0.039
C (2.499, -3.061, 0.244)  -0.014
H (4.389, -4.904, 0.196)  0.084
H (5.735, -3.783, 0.504)  0.090
H (4.816, -4.440, 1.865)  0.095
H (5.166, -1.593, 1.738)  0.127
H (3.678, 0.389, 1.568)  0.119
H (1.617, 1.390, 0.636)  0.163
H (-0.221, -0.572, -0.766)  0.090
H (-0.669, 2.455, -0.410)  0.109
H (-1.993, 3.534, -2.001)  0.111
H (-3.539, 3.523, -3.938)  0.121
H (-4.473, 0.461, -5.888)  0.079
H (-5.349, 1.765, -5.065)  0.091
H (-4.062, 2.166, -6.202)  0.090
H (-2.893, -0.675, -4.464)  0.116
H (-1.312, -0.700, -2.541)  0.106
H (0.581, -2.132, -0.097)  0.105
H (2.157, -4.013, -0.170)  0.123

No. 2
DFT (ωB97M-V/def2-TZVPD) results for C22H28N2O3S in the gas phase.

Properties
**Multiplicity**: 1
**Molar mass**: 400.54 Da
**Energy relative to the best compared isomer or geometry (same formula, charge and spin)**: 45.7 kJ/mol
**LUMO**: 0.3 eV
**Gap between HOMO and LUMO**: 9.1 eV
**SMILES**: COc1c(C)cc(C(=O)[C@H]2CCCN(C(=O)CCc3scnc3C)C2)cc1C
**HOMO level**: -8.8 eV
**Calculated total energy**: -43227.208 eV

Each line ends with the Löwdin charge.
Atoms and positions in Å:
C (1.582, -3.724, 3.765)  -0.073
H (1.172, -4.615, 4.245)  0.083
O (1.334, -3.700, 2.376)  -0.083
C (0.200, -3.115, 1.886)  -0.187
C (-1.085, -3.229, 2.435)  -0.176
C (-2.122, -2.557, 1.809)  0.028
C (-1.944, -1.799, 0.653)  -0.139
C (-0.671, -1.759, 0.086)  0.012
C (0.392, -2.403, 0.686)  -0.175
C (1.764, -2.359, 0.088)  -0.038
H (1.759, -1.830, -0.861)  0.043
H (2.135, -3.370, -0.069)  0.089
H (2.455, -1.861, 0.767)  0.085
H (-0.492, -1.239, -0.842)  0.106
C (-3.131, -1.109, 0.106)  -0.324
O (-4.252, -1.371, 0.490)  0.103
C (-2.888, 0.000, -0.910)  -0.221
C (-4.190, 0.449, -1.574)  -0.156
C (-3.926, 1.634, -2.498)  -0.159
H (-4.862, 1.997, -2.923)  0.113
H (-3.277, 1.325, -3.320)  0.120
C (-3.246, 2.765, -1.727)  -0.139
N (-2.026, 2.281, -1.107)  -0.053
C (-0.828, 2.711, -1.570)  -0.441
O (-0.743, 3.572, -2.425)  0.063
C (0.410, 2.079, -0.946)  -0.093
H (0.406, 1.003, -1.132)  0.106
H (0.403, 2.243, 0.134)  0.132
C (1.681, 2.688, -1.550)  -0.195
C (2.894, 2.041, -0.986)  -0.485
C (3.709, 2.475, 0.023)  -0.393
N (4.718, 1.622, 0.347)  0.022
C (4.704, 0.561, -0.367)  -0.463
S (3.431, 0.486, -1.544)  1.042
H (5.410, -0.239, -0.274)  0.066
C (3.579, 3.766, 0.759)  -0.030
H (3.595, 4.606, 0.067)  0.081
H (4.410, 3.860, 1.452)  0.077
H (2.645, 3.802, 1.318)  0.078
H (1.700, 3.759, -1.344)  0.122
H (1.649, 2.558, -2.634)  0.120
C (-2.260, 1.204, -0.179)  -0.100
H (-1.341, 0.908, 0.323)  0.112
H (-2.968, 1.554, 0.582)  0.148
H (-2.974, 3.585, -2.393)  0.119
H (-3.912, 3.140, -0.943)  0.131
H (-4.622, -0.383, -2.134)  0.123
H (-4.905, 0.729, -0.798)  0.122
H (-2.194, -0.349, -1.679)  0.147
H (-3.120, -2.619, 2.217)  0.123
C (-1.409, -4.092, 3.621)  -0.039
H (-2.485, -4.233, 3.681)  0.081
H (-1.079, -3.642, 4.557)  0.081
H (-0.943, -5.070, 3.521)  0.085
H (2.668, -3.741, 3.868)  0.095
H (1.195, -2.829, 4.258)  0.102

No. 3
DFT (ωB97M-V/def2-TZVPD) results for 2 unconnected molecules or ions with the total composition C22H28N2O5.

Properties
**Multiplicity**: 1
**Molar mass**: 400.48 Da
**Energy relative to the best compared isomer or geometry (same formula, charge and spin)**: 200.9 kJ/mol
**LUMO**: -1.4 eV
**Gap between HOMO and LUMO**: 7.6 eV
**SMILES**: CNC(=O)[C@H](Cc1ccc(O)cc1)NC(C)=O.CC1=C(C)C(=O)C(C)=C(C)C1=O
**HOMO level**: -9.0 eV
**Calculated total energy**: -36486.307 eV

Each line ends with the Löwdin charge.
Atoms and positions in Å:
O (-1.402, 0.201, 3.876)  0.090
O (-5.962, 1.721, 1.622)  0.100
O (2.754, 3.055, -5.281)  0.035
O (5.312, 0.592, -3.202)  0.063
O (0.298, -3.446, 1.783)  0.050
C (-2.485, 0.536, 3.403)  -0.310
C (-4.918, 1.364, 2.161)  -0.311
C (2.876, 1.965, -4.744)  -0.543
C (4.417, 0.146, -2.493)  -0.452
C (-2.945, 1.935, 3.565)  -0.114
C (-4.124, 2.348, 2.937)  -0.113
C (-3.296, -0.456, 2.657)  -0.108
C (-4.483, -0.048, 2.041)  -0.114
C (0.843, -1.313, 0.846)  0.006
C (1.046, -3.341, -0.498)  -0.010
C (1.245, -0.543, -0.260)  -0.025
C (1.460, -2.568, -1.601)  -0.030
C (0.730, -2.712, 0.726)  -0.318
C (1.553, -1.166, -1.488)  -0.253
N (4.637, -0.859, -1.635)  0.030
N (2.772, 1.880, -3.416)  0.108
C (3.075, 0.735, -5.610)  0.012
C (-2.120, 2.865, 4.443)  -0.032
C (-4.616, 3.787, 2.987)  -0.030
C (-2.822, -1.900, 2.613)  -0.029
C (-5.338, -0.993, 1.209)  -0.029
C (5.925, -1.529, -1.456)  -0.051
C (1.889, -0.322, -2.708)  -0.104
C (2.991, 0.739, -2.510)  -0.196
H (0.336, -4.386, 1.609)  0.104
H (0.582, -0.841, 1.785)  0.111
H (0.955, -4.412, -0.593)  0.106
H (1.267, 0.534, -0.167)  0.112
H (1.674, -3.051, -2.544)  0.111
H (3.857, -1.180, -1.079)  0.113
H (2.621, 2.775, -2.981)  0.149
H (3.275, 1.062, -6.630)  0.087
H (3.923, 0.154, -5.259)  0.070
H (2.168, 0.136, -5.600)  0.076
H (-2.720, 3.668, 4.877)  0.073
H (-1.684, 2.314, 5.282)  0.083
H (-1.305, 3.305, 3.860)  0.095
H (-3.827, 4.495, 3.248)  0.071
H (-5.429, 3.879, 3.715)  0.096
H (-4.997, 4.092, 2.006)  0.086
H (-2.186, -2.057, 1.737)  0.082
H (-2.241, -2.150, 3.507)  0.085
H (-3.657, -2.603, 2.577)  0.077
H (-5.681, -0.490, 0.299)  0.086
H (-6.216, -1.303, 1.783)  0.096
H (-4.794, -1.885, 0.890)  0.070
H (5.836, -2.328, -0.719)  0.084
H (6.258, -1.950, -2.407)  0.087
H (6.671, -0.808, -1.117)  0.087
H (2.177, -0.978, -3.530)  0.109
H (0.966, 0.182, -3.002)  0.132
H (2.860, 1.152, -1.512)  0.137